Density functional theory data (ωB97M-V with the def2-TZVPD basis set) for C2H8NS2 as an isolated structure at a distorted geometry.

Geometry (Å):
S  0.30883  -0.74867  -0.74956
S  0.93061  -2.27036  0.75535
H  0.33834  -1.85801  -1.54708
H  0.34378  -1.48171  1.66845
C  -1.11985  1.78650  0.34939
C  0.11258  1.32611  0.50345
N  -1.37440  2.74191  -0.76939
H  -2.01806  1.58000  0.93955
H  0.48223  0.90977  1.44210
H  1.02631  1.79434  0.11497
H  -0.95881  2.32999  -1.60846
H  -1.11391  3.73275  -0.64728
H  -2.36983  2.76495  -1.01872

Calculated values
Net charge   +2
F_max   5.14 eV Å⁻¹
Gap between HOMO and LUMO (spin up / spin down)   0.3337 / 0.2500 Ha
E   -931.32874 Eh
Spin multiplicity   2

Density functional theory data (ωB97M-V with the def2-TZVPD basis set) for one molecule with the formula C2H3F3O2 at a distorted geometry.

Geometry (Å):
O  2.25000  -0.62522  -0.33255
O  1.08702  0.13419  -0.64937
C  -0.04763  -0.27904  0.20333
F  0.42470  -0.22552  1.53924
F  -0.34053  -1.56555  -0.04119
C  -1.13458  0.72833  0.01096
F  -2.26969  0.07534  0.48188
H  2.49123  -1.10173  -1.12297
H  -0.98851  1.50023  0.81865
H  -1.47202  1.35897  -0.90799

Calculated values
SMILES   OOC(F)(F)CF
F_max   4.66 eV Å⁻¹
Gap between HOMO and LUMO   0.4397 Ha
E   -527.96043 Eh

Density functional theory data (ωB97M-V with the def2-TZVPD basis set) for a 2-piece molecular cluster, C4H10S overall at a distorted geometry.

Geometry (Å):
C  -2.59430  -1.92342  0.55503
C  -2.71300  -0.68153  0.03021
H  -1.82211  -2.60540  0.13883
H  -3.31123  -2.34937  1.21886
H  -2.13021  -0.37525  -0.84377
H  -3.34890  0.07824  0.50279
C  1.28633  2.20157  0.02333
S  0.74112  0.46821  0.29609
C  2.24212  -0.49640  -0.35185
H  1.58868  2.27730  -1.03092
H  2.05454  2.56825  0.69891
H  0.36961  2.80900  0.12622
H  2.16581  -1.54527  -0.06231
H  2.36383  -0.38743  -1.44491
H  3.10770  -0.03849  0.14348

Calculated values
SMILES   C=C.CSC
F_max   2.37 eV Å⁻¹
Gap between HOMO and LUMO   0.3534 Ha
E   -556.53033 Eh

Density functional theory data (ωB97M-V with the def2-TZVPD basis set) for a 10-piece molecular cluster, C18H48F20N7O10P3S2 overall at a distorted geometry.

Geometry (Å):
C  19.01491  -1.36818  8.97452
C  18.07381  -0.42041  9.62960
O  17.12364  0.05243  9.12634
N  18.31529  -0.17801  11.10541
H  18.33377  -1.11931  11.52187
H  19.25923  0.17658  11.27211
C  17.23153  0.57038  11.88325
H  18.69212  -2.37221  9.28887
H  20.07526  -1.17309  9.13936
H  18.90023  -1.44944  7.89558
H  16.42023  -0.13388  12.02682
H  16.99150  1.52574  11.43934
H  17.70241  0.75642  12.84860
C  15.04803  0.58082  5.44368
C  14.79733  1.15922  6.79243
O  15.01686  2.27692  7.14245
N  14.28386  0.20763  7.80384
H  14.69124  -0.72443  7.65569
H  14.65351  0.57103  8.69181
C  12.79063  0.05093  7.74317
H  15.76602  -0.24435  5.48635
H  15.47011  1.35859  4.81371
H  14.13891  0.15121  5.01246
H  12.37506  -0.43156  8.62057
H  12.57837  -0.47933  6.81863
H  12.40149  1.05643  7.64322
C  12.05024  4.48366  6.39930
C  11.54158  3.84718  7.64305
O  11.96299  2.88495  8.16817
N  10.27795  4.45591  8.27479
H  10.61893  5.30624  8.73347
H  9.64712  4.77697  7.53330
C  9.48439  3.52616  9.13523
H  12.31153  5.51956  6.64720
H  11.30142  4.53291  5.60570
H  12.91700  3.96506  6.00709
H  8.69333  4.12290  9.58519
H  10.08419  3.19703  9.98117
H  9.12002  2.67850  8.56766
C  17.93529  4.31447  6.11359
C  18.74259  3.53693  7.09942
O  18.32270  2.73875  7.85431
N  20.23141  3.85210  7.05214
H  20.35294  4.86705  6.95336
H  20.71071  3.69642  7.94581
C  21.00261  3.15225  5.95179
H  17.13762  3.68580  5.71937
H  18.56872  4.72519  5.32717
H  17.39970  5.13706  6.59480
H  21.65841  3.84939  5.44113
H  20.26509  2.85683  5.20405
H  21.48309  2.26694  6.34676
C  14.09708  1.76517  -1.91765
C  14.28231  2.86857  -0.94577
O  13.86630  3.97544  -1.00671
N  15.01298  2.52515  0.33787
H  15.63847  1.67719  0.23489
H  15.60630  3.34815  0.44804
C  14.08962  2.35908  1.52192
H  14.07640  0.81252  -1.38181
H  14.90521  1.72868  -2.65273
H  13.18361  1.84634  -2.50120
H  14.78058  2.11363  2.32302
H  13.45505  1.49661  1.33947
H  13.49620  3.25598  1.64594
C  20.72679  -1.29593  5.00928
C  19.30253  -1.70167  4.76327
O  18.40217  -0.95242  4.68566
N  19.09614  -3.19211  4.82010
H  19.63047  -3.65815  4.08029
H  19.49832  -3.45670  5.72570
C  17.66360  -3.61506  4.83487
H  21.37631  -1.96379  4.44144
H  20.94001  -1.27738  6.08223
H  20.92227  -0.26425  4.73006
H  17.12944  -3.20061  5.67986
H  17.64810  -4.70531  4.82540
H  17.12678  -3.43026  3.90449
P  13.63753  0.70562  11.75418
F  14.23743  -0.29801  12.88092
F  12.54438  -0.42541  11.39140
F  12.60729  1.26728  12.85723
F  13.05207  1.66089  10.57422
F  14.67102  1.87293  12.17563
F  14.61434  -0.00992  10.65099
P  15.41021  -3.55017  8.31613
F  14.04591  -2.71084  8.44301
F  14.64357  -4.88086  8.74163
F  15.17347  -3.97081  6.76093
F  16.80610  -4.41388  8.25504
F  16.20629  -2.23204  7.69540
F  15.75261  -3.12880  9.83057
P  11.14476  0.53189  4.16815
F  10.17939  -0.44702  3.35302
F  12.19884  -0.69858  4.28088
F  11.82461  1.04398  2.78335
F  12.20489  1.43717  5.05184
F  10.16006  1.81869  4.03743
F  10.38005  0.15059  5.53748
N  16.89688  0.49326  0.13578
S  16.54478  -0.57485  1.37698
O  17.59595  -1.49921  1.64045
O  15.18928  -0.90938  1.54615
F  16.88179  0.51882  2.53817
S  16.88051  -0.63974  -1.01658
O  15.59533  -1.17625  -1.33366
O  17.98022  -1.53532  -1.12700
F  17.11990  0.28988  -2.31005

Calculated values
Net charge   +2
F_max   5.74 eV Å⁻¹
Gap between HOMO and LUMO   0.2716 Ha
E   -5668.05031 Eh

Density functional theory data (ωB97M-V with the def2-TZVPD basis set) for a 2-piece molecular cluster, C3H9N2O2 overall at a distorted geometry.

Geometry (Å):
C  1.40652  0.76453  -0.77544
C  1.12822  -1.34669  0.31662
C  0.96614  0.09710  0.44633
N  -1.99082  -0.03829  -0.58566
N  -1.26898  0.60181  0.15190
O  -3.28503  -0.32487  -0.32377
O  -1.66022  1.21499  1.38363
H  1.92132  1.64677  -0.52368
H  2.02073  0.08387  -1.45357
H  0.71425  1.09728  -1.50223
H  2.05735  -1.76286  0.51966
H  0.99033  -1.54103  -0.68902
H  0.50251  -1.91367  1.04538
H  1.01476  0.46534  1.39675
H  -3.59625  -0.71088  -1.20687
H  -0.92086  1.66659  1.79997

Calculated values
Net charge   +1
F_max   4.49 eV Å⁻¹
Gap between HOMO and LUMO   0.3255 Ha
E   -379.20851 Eh

Density functional theory data (ωB97M-V with the def2-TZVPD basis set) for C29H27Ge2N2O10Pd as an isolated structure at a distorted geometry.

Geometry (Å):
Pd  0.53569  0.81183  -0.79225
O  2.63869  1.32663  -0.72375
C  3.08489  2.48753  -0.69155
C  2.41789  3.70173  -0.99295
C  3.07949  4.91683  -0.77065
C  2.41589  6.11373  -0.88335
C  1.03039  6.14053  -1.16265
C  0.36599  4.98483  -1.42525
C  1.03589  3.71653  -1.43445
O  0.45199  2.68433  -1.86525
N  3.12829  7.34083  -0.68955
O  2.48479  8.37103  -0.68675
O  4.33529  7.28033  -0.55015
H  4.13079  2.59963  -0.36395
H  4.12519  4.92543  -0.50095
H  0.52669  7.09553  -1.15905
H  -0.68981  4.97923  -1.65355
O  0.53199  2.49893  1.60125
O  -0.75811  2.62783  1.00115
O  -2.82591  1.83883  1.43425
C  -1.64971  1.75103  1.61305
O  -1.22021  0.07983  -0.24535
C  -0.85501  0.86903  2.45995
C  0.56429  1.18623  2.15555
C  1.47749  0.92073  3.28735
C  1.11599  -0.02627  4.17945
C  -0.17381  -0.62557  4.15905
C  -1.19981  -0.07227  3.37695
N  -0.44271  -1.72147  4.99965
O  0.46279  -2.14367  5.70475
O  -1.55861  -2.22077  4.94835
H  0.90049  0.51583  1.25735
H  2.43529  1.41113  3.30845
H  1.78549  -0.33027  4.96855
H  -2.22641  -0.34127  3.56405
C  -4.38521  -1.72347  -1.72665
Ge  -3.16241  -2.53697  -0.39025
C  -3.17511  -4.51827  -0.66125
C  -3.76801  -2.00197  1.42895
Ge  -0.94501  -1.45547  -0.86725
C  -0.37161  -1.61577  -2.80965
C  -0.96991  -2.62957  -3.54935
C  -0.59871  -2.87057  -4.86035
C  0.39359  -2.10217  -5.44685
C  1.00029  -1.09177  -4.71975
C  0.61739  -0.84387  -3.41035
C  0.51189  -2.14907  0.34165
C  1.82899  -1.78417  0.08395
C  2.81599  -2.06967  1.01335
C  2.49389  -2.73027  2.18785
C  1.19109  -3.13697  2.42255
C  0.19879  -2.83417  1.50325
H  -5.40691  -2.04827  -1.54515
H  -4.11271  -1.99697  -2.74185
H  -4.34211  -0.64297  -1.62855
H  -4.19051  -4.84837  -0.46655
H  -2.50851  -5.05227  0.00705
H  -2.92701  -4.77987  -1.68525
H  -4.81881  -2.26537  1.53035
H  -3.67961  -0.92137  1.51715
H  -3.21881  -2.47717  2.23765
H  -1.74321  -3.23777  -3.09155
H  -1.08411  -3.65297  -5.42615
H  0.68949  -2.28627  -6.46955
H  1.76819  -0.48257  -5.17445
H  1.11019  -0.01347  -2.87335
H  2.09829  -1.32967  -0.87275
H  3.83469  -1.78207  0.80575
H  3.26699  -2.94567  2.90905
H  0.95269  -3.69207  3.31795
H  -0.82551  -3.14477  1.68255

Calculated values
F_max   5.16 eV Å⁻¹
Gap between HOMO and LUMO (spin up / spin down)   0.2910 / 0.2122 Ha
E   -6264.51059 Eh
Spin multiplicity   4